A molecular structure, C37H48F3GeN10O3P2Ti. Source: the Open Molecules 2025 dataset; level of theory: the ωB97M-V functional and the def2-TZVPD basis.

Structure (XYZ):
```
105
C37H48F3GeN10O3P2Ti (the ωB97M-V functional and the def2-TZVPD basis)
Ti 0.538 -0.410 0.307
N 3.790 -0.177 3.202
C 3.468 -0.628 1.996
N 2.265 -0.157 1.661
C 1.911 0.579 2.762
N 2.808 0.587 3.710
C 0.572 1.158 2.860
C 0.147 1.964 3.913
N -1.119 2.334 4.026
C -1.966 1.899 3.103
C -1.545 1.159 2.004
N -0.265 0.809 1.872
H 4.637 -0.339 3.737
H 4.107 -1.261 1.402
H 0.843 2.284 4.679
H -3.010 2.163 3.219
H -2.234 0.854 1.226
C -1.082 -3.037 4.287
N -1.257 -3.640 2.955
C -2.000 -4.914 2.974
P -0.263 -3.254 1.754
O 0.054 -1.766 1.717
O -1.086 -3.538 0.366
P -1.748 -2.498 -0.647
O -0.757 -1.289 -0.717
N -1.859 -3.172 -2.098
C -3.118 -3.755 -2.608
C -0.666 -3.701 -2.773
N -3.149 -2.014 -0.018
C -3.837 -0.855 -0.600
C -4.045 -2.936 0.705
N 1.077 -4.159 1.679
C 1.195 -5.462 2.364
C 1.947 -4.044 0.509
H -0.416 -3.641 4.904
H -2.058 -2.988 4.766
H -0.687 -2.029 4.191
H -1.573 -5.592 3.712
H -1.972 -5.396 1.999
H -3.036 -4.712 3.244
H -3.976 -3.285 -2.140
H -3.141 -4.829 -2.425
H -3.169 -3.572 -3.680
H 0.243 -3.361 -2.276
H -0.655 -3.364 -3.810
H -0.685 -4.791 -2.754
H -3.193 -0.338 -1.310
H -4.129 -0.166 0.193
H -4.740 -1.177 -1.122
H -3.538 -3.869 0.928
H -4.924 -3.150 0.097
H -4.360 -2.471 1.638
H 0.728 -5.419 3.340
H 2.254 -5.665 2.511
H 0.760 -6.265 1.770
H 1.850 -3.052 0.043
H 1.706 -4.803 -0.241
H 2.987 -4.175 0.813
F 4.131 -0.764 -5.762
C 4.546 0.009 -4.766
F 4.504 1.284 -5.158
F 5.800 -0.307 -4.456
C 3.648 -0.155 -3.544
C 2.376 -0.700 -3.652
C 1.584 -0.766 -2.524
N 1.989 -0.331 -1.308
C 3.234 0.187 -1.225
C 4.085 0.286 -2.305
H 2.002 -1.060 -4.600
H 0.581 -1.160 -2.583
H 3.535 0.577 -0.265
H 5.069 0.719 -2.179
C -1.051 1.176 -2.788
Ge -0.214 1.856 -1.144
C 1.376 2.866 -1.648
C 2.488 3.049 -0.823
C 3.573 3.805 -1.237
C 3.563 4.393 -2.496
C 2.473 4.214 -3.332
C 1.387 3.456 -2.913
C -1.526 3.164 -0.377
C -2.847 3.072 -0.851
C -3.809 4.030 -0.584
C -3.488 5.139 0.204
C -2.201 5.267 0.732
C -1.877 6.388 1.525
C -0.597 6.542 2.060
C 0.361 5.580 1.805
C 0.058 4.461 1.016
C -1.211 4.272 0.457
H -1.735 1.919 -3.197
H -1.583 0.235 -2.668
H -0.259 1.034 -3.522
H 2.525 2.593 0.166
H 4.423 3.943 -0.584
H 4.404 4.989 -2.822
H 2.462 4.672 -4.311
H 0.549 3.344 -3.589
H -3.129 2.240 -1.480
H -4.803 3.939 -0.996
H -4.234 5.897 0.404
H -2.632 7.139 1.711
H -0.363 7.411 2.658
H 1.360 5.694 2.202
H 0.841 3.730 0.828
```

For the HOMO-LUMO gap (spin up / spin down), the calculation gives 6.58 / 5.24 eV. Its multiplicity is 2. As for the total charge: +4. The value obtained for the relative energy (zero: lowest compared OMol25 entry of this formula, charge and spin) is 17.7 kcal per mole. Its highest occupied orbital energy (spin up / spin down) is -0.673 / -0.670 hartree.